85
Properties=species:S:1:pos:R:3:forces:R:3:lowdin_charge:R:1 method="wB97M-V/def2-TZVPD" spin_multiplicity=1 total_charge=-1
O 4.03344 5.31362 -4.37943 -0.519 -0.452 0.251 0.100
C 3.31716 4.67034 -3.64106 0.057 -0.038 0.071 -0.308
C 2.13532 5.28266 -2.86541 0.027 -0.090 -0.038 -0.164
N 1.04215 5.65709 -3.76700 0.226 -0.545 0.572 0.000
C -0.02110 6.27965 -2.94307 -0.377 0.304 -0.879 -0.287
C -1.42312 5.71419 -3.30673 -0.072 -0.098 1.041 -0.114
C -1.84340 4.68748 -2.20618 0.252 -0.234 -0.203 -0.149
C -2.74078 3.57308 -2.71137 0.601 0.616 0.266 -0.236
C -4.02830 3.39277 -2.25135 -0.667 0.220 0.567 -0.053
C -4.82031 2.34442 -2.69710 0.061 -0.080 -0.052 -0.093
C -4.28777 1.47803 -3.62838 -0.503 -0.787 -0.393 -0.123
C -3.00558 1.64609 -4.10728 0.869 0.037 -0.432 -0.094
C -2.21989 2.68691 -3.65065 -0.078 0.173 0.175 -0.044
C 0.04784 7.82754 -3.02743 0.172 1.627 0.420 -0.713
O 0.28181 8.40575 -4.11701 0.014 -1.222 -0.306 -0.074
O -0.11212 8.42881 -1.93552 -0.279 -0.651 0.219 -0.086
C 3.55512 3.17611 -3.38318 -0.241 1.415 -0.023 -0.158
C 3.64025 2.24745 -4.39795 0.119 0.036 -0.106 -0.023
C 3.82156 0.91563 -4.05113 -0.039 -0.080 -0.896 -0.093
C 3.90214 0.54353 -2.73270 0.185 -0.969 1.001 -0.110
C 3.83578 1.47332 -1.70661 -0.094 0.488 -0.129 -0.081
C 3.65736 2.79916 -2.05435 -0.033 0.032 0.555 -0.052
H 2.46321 6.12416 -2.22287 0.238 -0.100 -0.338 0.140
H 1.72728 4.52518 -2.18244 0.177 0.114 -0.183 0.101
H 1.36948 6.33590 -4.45204 -0.178 0.212 0.176 0.104
H 0.13316 6.04190 -1.88449 0.199 0.069 -0.247 0.115
H -2.16205 6.52705 -3.29240 0.151 -0.195 -0.300 0.119
H -1.43239 5.19511 -4.27024 0.176 0.396 0.035 0.103
H -2.26492 5.20844 -1.33486 -0.079 -0.110 -0.290 0.117
H -0.92728 4.20223 -1.82829 -0.181 0.088 -0.166 0.109
H -4.43206 4.06774 -1.49607 0.151 -0.024 -0.175 0.110
H -5.82888 2.18524 -2.32380 0.160 0.126 0.000 0.099
H -4.86060 0.62996 -3.99996 -0.066 0.218 0.117 0.082
H -2.57463 0.97800 -4.85229 -0.269 -0.046 0.169 0.101
H -1.19349 2.84439 -3.98142 -0.211 -0.156 -0.097 0.120
H 3.55892 2.57821 -5.43050 0.039 -0.137 0.149 0.122
H 3.89435 0.16487 -4.83596 -0.053 0.086 0.175 0.103
H 4.01868 -0.50303 -2.45116 0.001 0.133 -0.266 0.101
H 3.88618 1.21718 -0.65180 0.076 -0.235 -0.243 0.102
H 3.58760 3.55355 -1.27066 -0.019 -0.114 -0.195 0.122
C -3.29873 -3.69441 1.58373 0.001 -0.183 -0.215 -0.064
C -3.93357 -2.32512 1.45415 0.083 -0.256 0.469 -0.209
O -3.79143 -1.81684 0.12230 -0.075 0.171 0.014 0.042
C -4.64021 -2.30909 -0.77818 0.205 0.017 0.037 -0.609
O -5.50945 -3.11728 -0.57036 -0.046 0.025 -0.001 0.117
O -4.34796 -1.76094 -1.95760 -0.108 -0.019 -0.033 0.009
C -5.13372 -2.26272 -3.03757 -0.102 -0.021 -0.297 -0.045
H -2.26241 -3.66913 1.24266 0.023 0.086 0.120 0.082
H -3.32126 -4.03340 2.62018 0.014 0.065 0.009 0.076
H -3.82138 -4.42842 0.96999 -0.088 0.038 0.056 0.073
H -3.42168 -1.62082 2.10866 0.058 0.141 -0.234 0.120
H -4.98263 -2.33787 1.75189 -0.034 -0.052 -0.208 0.123
H -6.19793 -2.19364 -2.81850 0.038 -0.103 0.102 0.098
H -4.85514 -3.29414 -3.25321 -0.119 -0.032 0.077 0.098
H -4.92020 -1.65268 -3.91107 0.190 0.094 0.143 0.078
C -0.78330 -3.54647 8.06355 0.106 0.271 0.002 -0.066
C -1.07534 -4.14179 6.70203 0.044 -0.309 0.405 -0.212
O -1.35939 -3.12160 5.73589 -0.021 -0.086 -0.145 0.038
C -0.29437 -2.48726 5.24414 -0.170 0.109 0.085 -0.599
O 0.85497 -2.70643 5.53005 -0.072 0.024 -0.002 0.109
O -0.72390 -1.55576 4.39534 0.050 -0.075 -0.029 0.009
C 0.31632 -0.73930 3.84956 0.114 0.257 -0.228 -0.027
H -1.59321 -2.88355 8.37220 -0.071 -0.116 0.012 0.082
H -0.66649 -4.33352 8.80926 -0.031 -0.017 -0.032 0.079
H 0.13016 -2.95225 8.04479 0.041 -0.095 -0.035 0.074
H -1.96781 -4.76391 6.75605 -0.095 0.159 -0.188 0.122
H -0.25791 -4.77620 6.35758 0.067 0.168 -0.075 0.123
H 1.10235 -1.34788 3.40635 0.001 -0.041 0.118 0.088
H 0.72527 -0.08892 4.62200 0.082 -0.104 0.017 0.101
H -0.13137 -0.12437 3.07344 -0.172 -0.092 0.064 0.097
C 3.57298 -4.07369 4.72012 0.085 -0.332 0.000 -0.068
C 4.21610 -3.24076 3.63350 -0.265 0.213 0.440 -0.204
O 5.02737 -4.04465 2.76232 0.079 0.079 -0.156 0.039
C 4.36104 -4.74392 1.84616 0.071 0.001 0.178 -0.611
O 3.16927 -4.74695 1.68058 -0.013 -0.005 -0.071 0.123
O 5.24736 -5.45720 1.14480 -0.001 0.026 -0.041 0.004
C 4.65892 -6.31813 0.17012 0.004 -0.182 -0.226 -0.045
H 4.32932 -4.64970 5.25815 0.073 0.114 -0.002 0.082
H 3.04287 -3.43884 5.42543 0.003 0.018 -0.046 0.057
H 2.86325 -4.78730 4.30160 -0.068 0.112 -0.037 0.077
H 4.88705 -2.50830 4.08039 0.194 -0.112 -0.162 0.123
H 3.47163 -2.68940 3.05822 0.000 -0.168 -0.115 0.116
H 3.98400 -5.76965 -0.48427 -0.074 -0.001 0.114 0.096
H 4.13130 -7.13508 0.66173 -0.112 0.080 -0.023 0.097
H 5.46917 -6.73049 -0.42600 0.119 0.101 0.138 0.091

=====

72
Properties=species:S:1:pos:R:3:forces:R:3:lowdin_charge:R:1 method="wB97M-V/def2-TZVPD" e_above_lowest_ev=4.029 spin_multiplicity=1 smiles=CCO.CCO.CCO.CCO.CCO.CCO.CCO.CCO
C 6.30339 6.93564 1.15437 0.401 -0.243 -0.572 -0.090
C 7.22806 7.39207 0.00085 -0.932 -0.646 1.132 -0.324
O 6.75455 8.63503 -0.47374 0.019 0.140 -0.420 -0.079
H 6.60457 5.95625 1.52612 0.502 0.141 0.302 0.066
H 5.27038 6.74040 0.86648 -0.061 0.602 -0.293 0.068
H 6.36931 7.70252 1.92614 -0.255 -0.239 0.160 0.072
H 7.24585 6.64178 -0.78962 0.096 -0.024 -0.080 0.107
H 8.22156 7.50024 0.43599 0.254 0.007 -0.229 0.102
H 6.86691 8.62989 -1.42713 -0.024 0.261 0.000 0.078
C -0.21431 2.45822 -0.67801 0.776 0.966 -0.399 -0.109
C -0.56946 1.31293 0.17113 -2.178 -0.895 0.048 -0.323
O -1.89876 0.91788 -0.24274 -0.015 -0.083 -0.101 -0.103
H -0.11526 2.21238 -1.73530 0.316 -0.232 0.102 0.080
H 0.71297 2.83451 -0.24599 0.260 0.337 -0.521 0.078
H -0.94721 3.26471 -0.65528 -0.133 -0.117 0.386 0.080
H -0.66483 1.62920 1.20986 0.515 -0.125 0.209 0.111
H 0.07381 0.44237 0.04286 0.413 0.208 0.208 0.113
H -2.19843 0.17914 0.29210 0.031 -0.063 0.067 0.072
C 6.91723 -0.14253 -2.42104 -0.683 0.524 -0.209 -0.094
C 6.45026 -0.44038 -0.96875 0.925 0.125 -1.467 -0.297
O 7.56123 -1.07323 -0.34759 -0.199 0.095 0.848 -0.092
H 6.21001 0.39131 -3.05583 -0.674 -0.276 0.145 0.061
H 7.16992 -1.06991 -2.93506 -0.001 -0.071 0.063 0.066
H 7.76736 0.53263 -2.51871 0.364 -0.263 0.746 0.068
H 5.56855 -1.08098 -0.95143 -0.068 -0.109 -0.139 0.102
H 6.18229 0.46188 -0.41900 0.345 -0.004 0.054 0.106
H 7.62731 -1.96995 -0.68396 -0.013 -0.020 -0.042 0.079
C 1.27261 -1.75117 6.12437 -0.473 0.014 1.338 -0.082
C 1.23999 -2.84871 7.25522 0.471 1.890 -0.880 -0.322
O 2.28731 -3.74011 7.03884 0.115 -1.227 -0.205 -0.077
H 0.81989 -2.04991 5.17891 -0.148 -0.353 0.138 0.064
H 2.27242 -1.38594 5.88966 0.128 -0.179 0.336 0.069
H 0.70019 -0.91106 6.51761 -0.088 0.233 -0.281 0.063
H 0.22310 -3.23407 7.32965 -0.017 -0.689 -0.275 0.099
H 1.45968 -2.45885 8.24912 -0.110 0.554 -0.117 0.107
H 2.31251 -3.92067 6.09631 0.118 -0.244 -0.059 0.079
C -7.13153 6.39760 -0.81220 -0.303 -0.218 -0.403 -0.088
C -7.01614 5.09178 -1.59982 -0.530 0.986 -0.182 -0.348
O -7.22600 3.96926 -0.80097 0.594 -0.965 0.642 -0.071
H -8.08247 6.38168 -0.27969 -0.047 0.021 0.019 0.071
H -7.18856 7.19026 -1.55822 0.131 0.300 0.185 0.068
H -6.35607 6.61035 -0.07634 0.198 -0.210 -0.216 0.070
H -6.07792 4.99950 -2.14692 0.086 0.218 -0.061 0.111
H -7.83770 5.08272 -2.31612 0.083 0.250 -0.387 0.105
H -6.40529 3.47558 -0.86654 -0.203 -0.388 0.403 0.081
C -4.00670 -0.66230 -5.50618 0.024 0.225 -0.090 -0.092
C -2.77175 -1.10765 -6.23304 0.337 -0.660 0.090 -0.349
O -2.66260 -0.41436 -7.46484 0.076 0.053 -0.238 -0.076
H -4.13752 -1.19280 -4.56301 -0.007 0.011 -0.015 0.075
H -4.87198 -0.81431 -6.15138 -0.093 0.026 0.145 0.076
H -3.89224 0.40318 -5.30682 -0.251 0.037 0.108 0.076
H -2.77426 -2.17999 -6.42842 -0.266 -0.211 0.023 0.107
H -1.88033 -0.95473 -5.62469 0.139 0.314 0.086 0.105
H -2.46823 -1.07048 -8.13814 0.043 0.208 -0.105 0.078
C 1.38152 -6.07749 -2.77123 0.152 -0.744 0.506 -0.083
C -0.03083 -5.92450 -2.24710 -0.195 -1.372 -2.330 -0.400
O 0.00826 -5.49272 -0.97232 0.403 1.584 2.791 -0.053
H 1.99198 -5.21287 -2.51072 -0.046 0.051 -0.276 0.077
H 1.43472 -6.34217 -3.82726 -0.167 0.422 -0.068 0.074
H 1.79245 -6.94807 -2.26001 0.354 0.092 0.157 0.071
H -0.49428 -6.91041 -2.21112 -0.233 -0.317 -0.708 0.110
H -0.60457 -5.29500 -2.92729 -0.254 0.310 0.025 0.108
H -0.86813 -5.44682 -0.58319 -0.013 -0.017 -0.092 0.096
C -4.38975 -5.45182 4.82462 0.708 0.626 0.669 -0.096
C -4.67433 -3.97923 4.46272 -0.145 -1.293 -1.758 -0.265
O -4.41607 -3.77017 3.02496 0.211 0.344 1.404 -0.110
H -4.92648 -5.67049 5.74777 -0.086 -0.380 -0.103 0.070
H -3.33034 -5.59328 5.03849 0.132 0.201 0.138 0.066
H -4.55600 -6.20597 4.05539 -0.734 0.283 -0.122 0.069
H -4.04904 -3.31693 5.06144 -0.010 0.092 -0.377 0.108
H -5.72703 -3.75490 4.63476 -0.006 0.143 0.181 0.098
H -4.83972 -4.50604 2.57706 -0.061 -0.015 -0.036 0.060

=====

22
Properties=species:S:1:pos:R:3:forces:R:3:nbo_charge:R:1 method="wB97M-V/def2-TZVPD" e_above_lowest_ev=10.369 spin_multiplicity=1
C 3.94061 -0.14125 1.16402 -1.402 1.180 -1.399 -0.636
C 3.41695 0.87117 0.10423 3.486 1.363 2.458 -0.500
C -2.21724 0.62184 0.27845 0.761 -0.754 2.611 0.093
C -2.55200 1.29351 1.41911 -0.193 -2.269 -1.603 -0.489
C -0.38880 -0.69275 -0.89118 0.138 0.981 0.022 -0.120
C -1.73264 -0.41312 -0.51634 -0.352 1.244 -0.175 -0.155
C -2.66542 -1.35349 -1.22968 -0.886 -0.596 -0.099 -0.620
C 0.82865 -0.00519 -0.37402 0.109 -2.685 -2.185 -0.682
H 2.83209 -0.33463 0.71955 0.535 -1.321 1.656 0.292
H 4.70670 -0.86182 0.79379 -0.970 0.452 0.301 0.222
H 4.05471 0.17762 2.22491 -0.601 -0.387 -0.982 0.225
H 3.61357 1.92279 0.34734 -1.002 -0.018 0.219 0.203
H 3.99489 0.64671 -0.72575 0.176 -0.581 -2.377 0.183
H -2.59329 2.34629 1.40589 -0.245 1.286 -0.333 0.205
H -2.98916 0.91342 2.41514 1.218 -0.197 -1.639 0.219
H -0.28818 -1.34266 -1.79970 -0.013 0.546 1.107 0.193
H -2.15428 -2.32833 -1.28550 -0.460 0.110 0.588 0.219
H -3.63459 -1.42032 -0.69623 0.515 -0.192 -0.508 0.221
H -2.82048 -1.17436 -2.29566 -0.220 0.681 0.086 0.219
H 1.69424 -0.58812 -0.81480 -0.947 0.957 0.481 0.219
H 0.89345 -0.09578 0.67308 0.057 0.164 1.486 0.217
H 0.90973 1.05486 -0.68965 0.297 0.036 0.287 0.270

=====

no.,orbital gap (eV)
1,5.905
2,10.241
3,3.478